# 1
C8H18N5 | ωB97M-V/def2-TZVPD

```
! RIJCOSX wB97M-V def2-TZVPD def2/J DEFGRID3
* xyz 1 1
N -0.17048 -0.45714 0.26402
N -1.68786 1.38732 0.64276
N 1.67239 0.90122 0.56577
N -0.05099 2.92077 1.22073
N 2.93189 -1.93430 -0.12321
C -1.03312 -0.84545 -2.44086
C -1.94008 -0.13269 -1.41614
C 3.58818 -4.41109 -0.60490
C 1.14104 -0.23597 0.70572
C -0.95646 0.52222 -0.33401
C -2.35468 3.14644 2.13065
C 3.30995 -3.02905 -0.33250
C -1.31455 2.47409 1.26613
H -1.44034 -1.69120 -2.87164
H -2.39264 4.20120 1.82771
H -0.35644 1.13930 -0.97402
H -0.88016 -1.18291 0.58266
H -2.71604 1.37970 0.48577
H 3.63315 -4.60290 -1.66959
H -3.36183 2.85263 1.91506
H 2.69327 -4.87820 -0.24152
H -0.70593 -0.11818 -3.12725
H -2.44365 -0.87437 -0.82643
H -2.13898 3.05000 3.15839
H 2.68273 0.95662 0.68564
H 0.62298 2.21738 0.77501
H 0.18381 3.87337 1.69673
H 1.85988 -1.16815 0.81131
H -2.59680 0.62440 -1.76487
H -0.29050 -1.23712 -1.73361
H 4.51226 -4.84793 -0.27354
*
```

Calculated values
- LUMO energy: -2.2326 eV
- ΔE to the lowest compared entry with this formula, charge and spin: 0.000 eV
- Molar mass: 184.27 g/mol
- HOMO-LUMO gap: 10.370 eV
- Electronic energy: -16031.2160 eV

# 2
C3H2Cl4N2S | ωB97M-V/def2-TZVPD

```
! RIJCOSX wB97M-V def2-TZVPD def2/J DEFGRID3
* xyz 0 1
Cl -2.34961 -2.22049 -1.46624
Cl 1.93850 2.18682 0.39752
Cl -0.96301 2.83844 0.10988
Cl 0.11917 1.74103 2.57406
S 0.44074 -2.35170 -0.81572
N 1.57922 -1.31725 -0.37774
N 0.22626 0.33359 0.17588
C -0.88559 -1.38703 -0.85875
C -0.92737 -0.11184 -0.25223
C 0.29961 1.57699 0.84810
H 2.41661 -1.72531 -0.14371
H -1.89454 0.43675 -0.19106
*
```

Calculated values
- LUMO energy (spin up / spin down): -1.6441 / -1.6521 eV
- ΔE to the lowest compared entry with this formula, charge and spin: 1.351 eV
- Molar mass: 239.94 g/mol
- HOMO-LUMO gap (spin up / spin down): 7.236 / 7.232 eV
- Electronic energy: -67044.6715 eV

# 3
C4H8N2 | ωB97M-V/def2-TZVPD

```
! RIJCOSX wB97M-V def2-TZVPD def2/J DEFGRID3
* xyz 0 1
N 1.29851 -0.33106 -0.39404
N -1.34750 0.26000 -0.13978
C -0.95424 -0.98166 0.02838
C 0.97125 0.98621 0.25891
C 0.48242 -1.21763 0.22381
C -0.47256 1.26500 0.20916
H 1.52113 1.88259 -0.40106
H 0.81120 -0.11930 -1.38533
H 1.02567 0.97246 1.22101
H -0.62714 2.13568 -0.49124
H 0.87253 -1.61245 1.23658
H 0.80507 -1.95190 -0.63480
H -2.37791 0.59408 -0.42983
H -1.84882 -1.71525 0.29990
*
```

Calculated values
- LUMO energy: 0.6917 eV
- ΔE to the lowest compared entry with this formula, charge and spin: 5.770 eV
- Molar mass: 84.12 g/mol
- HOMO-LUMO gap: 7.421 eV
- Electronic energy: -7252.1053 eV

# 4
C18H20N4O6S2 | ωB97M-V/def2-TZVPD

```
! RIJCOSX wB97M-V def2-TZVPD def2/J DEFGRID3
* xyz 0 1
S -3.44855 -3.73982 -1.19242
S -3.65010 -1.01182 -2.08175
O -2.59338 4.46908 1.47324
O -3.93759 5.16562 0.03847
O 2.59906 2.03462 -0.24220
O 1.82625 -1.86245 1.22325
O -1.25787 -0.11943 1.46642
O -0.98648 -0.98165 -0.83757
N 1.39654 0.29952 0.67819
N -3.34399 4.48810 0.70484
N -3.63242 -1.71277 0.38726
N 3.45041 -0.12506 0.01106
C 4.43653 0.26742 -2.34483
C -3.58236 -2.45661 2.73145
C -3.51961 -2.16256 -1.05231
C -3.38005 -3.80964 0.52063
C -4.04158 2.91677 -1.31283
C 2.47139 0.85561 0.19629
C -1.47696 -0.09062 0.07358
C -4.19252 1.75098 -2.00364
C 5.59920 1.22282 -0.26508
C 1.23030 -0.83763 1.11106
C -3.42026 -2.70327 1.17402
C 5.46629 -1.36920 -0.89710
C -3.30239 3.33846 -0.18754
C -3.37914 0.69211 -1.56313
C -2.44776 0.68853 -0.48778
C 4.83978 0.05384 -0.91883
C -2.54068 2.20333 0.14891
C -0.22940 -1.22057 1.86024
H 5.78595 0.78984 0.67975
H -4.78851 3.85033 -1.72004
H 5.75794 -1.40982 0.15640
H -3.05275 -3.43252 3.22574
H -1.69879 2.20775 1.24908
H 6.55018 1.30952 -0.73134
H -0.30086 -0.77498 2.98161
H -0.67431 -2.12232 1.68850
H 6.46504 -1.20286 -1.61177
H 3.73763 -0.34322 -2.71716
H 5.01115 1.91785 -0.21387
H -3.44838 -4.98718 1.02627
H -3.24876 -1.46452 2.93742
H -4.64415 -2.26371 2.85840
H 5.37748 0.74909 -2.94544
H -4.64486 1.49015 -2.75513
H 3.90982 1.34968 -2.26270
H 4.90025 -2.05491 -1.11418
H 3.30544 -0.94015 -0.06923
H 0.74777 1.08829 0.92580
*
```

Calculated values
- LUMO energy: -1.0207 eV
- ΔE to the lowest compared entry with this formula, charge and spin: 20.252 eV
- Molar mass: 452.51 g/mol
- HOMO-LUMO gap: 6.734 eV
- Electronic energy: -58885.3355 eV

# 5
C18H27N6O2PPd | ωB97M-V/def2-TZVPD

```
! RIJCOSX wB97M-V def2-TZVPD def2/J DEFGRID3
* xyz 2 5
Pd -0.88501 0.66717 -0.55918
P 0.55479 -0.92804 2.48078
O -0.95092 0.40783 -2.66155
O -2.25508 2.54704 -0.58032
N 0.15295 -3.29323 1.02527
N -1.79151 0.31813 1.54406
N 1.06224 1.07652 0.49901
N -0.45706 -1.52355 -0.12303
N 2.66963 0.82237 1.97538
N -1.77162 0.09108 3.72982
C -1.33447 -0.20326 5.07891
C 3.41507 0.29215 3.09734
C 0.10317 -1.94354 1.01600
C -0.13825 0.21520 -3.72916
C -2.98277 0.75261 2.03260
C -0.94090 0.05409 -5.01512
C 0.87899 1.38363 -3.84453
C 0.71360 -4.12503 2.06550
C -0.78584 -2.63524 -0.83393
C -2.97578 0.61738 3.39217
C 0.73069 -1.05862 -3.48161
C 1.45255 0.39332 1.57543
C 3.06193 1.81095 1.13092
C -1.42484 3.84568 -2.44251
C -1.06966 -0.08766 2.58798
C -0.40431 -3.73952 -0.12950
C 2.05947 1.95837 0.21425
C -1.36180 2.90432 -1.29744
H 1.27557 -0.95782 -2.54877
H 2.88294 0.48043 4.02438
H 0.34333 2.30145 -4.09931
H 4.00252 2.32342 1.23448
H -1.49767 0.96746 -5.23636
H 0.08472 -1.93325 -3.45371
H 3.55539 -0.77594 2.97028
H 1.43134 -1.15115 -4.31084
H 0.10449 -4.06550 2.96986
H -3.73349 0.85203 4.12774
H -0.38977 0.28895 5.28835
H -0.44453 4.12936 -2.80444
H -0.49704 -4.78834 -0.35874
H -1.29112 -2.57735 -1.78108
H -0.26967 -0.14975 -5.84701
H -2.07507 0.16812 5.77328
H 1.41235 1.51293 -2.90383
H -1.99289 4.72958 -2.13601
H -1.65247 -0.76571 -4.92529
H 1.99966 2.64589 -0.61545
H 0.72427 -5.15217 1.72555
H 1.72341 -3.81455 2.29154
H -1.98746 3.34216 -3.23749
H -3.76713 1.11750 1.38918
H 1.58410 1.15288 -4.64234
H 4.38147 0.77305 3.13790
H -1.23250 -1.27386 5.22060
*
```

Calculated values
- LUMO energy (spin up / spin down): -5.1448 / -8.6004 eV
- ΔE to the lowest compared entry with this formula, charge and spin: 0.000 eV
- Molar mass: 496.85 g/mol
- HOMO-LUMO gap (spin up / spin down): 9.189 / 5.958 eV
- Electronic energy: -44890.6637 eV
- <S²>: 6.01

# 6
C27H32O9S | ωB97M-V/def2-TZVPD

```
! RIJCOSX wB97M-V def2-TZVPD def2/J DEFGRID3
* xyz 0 1
S -2.76190 -0.62314 4.53316
O 3.85025 -4.17526 1.93458
O -5.66488 2.84272 -5.37984
O 4.21576 4.19781 1.44973
O -1.09497 -0.39790 -0.75017
O -1.31051 -3.54393 3.94570
O -2.39627 -1.32739 -5.00628
O 3.67659 1.92186 0.90399
O -4.14166 2.63539 -3.10603
O -3.85356 -1.07193 -7.31826
C 0.14051 -2.14353 0.63773
C -1.80798 -1.14548 3.00836
C -3.22636 0.64811 -4.00566
C 2.72461 -3.66601 2.50230
C 4.33363 1.92496 4.38193
C -4.05051 1.69208 -4.11304
C -1.75630 -0.27387 1.80361
C -1.00769 -2.61049 3.00929
C -2.46762 1.19101 1.61913
C 4.89845 -1.17967 -0.28188
C -4.48229 1.71923 -0.10216
C -4.79221 0.89849 -6.40514
C 5.02954 1.27784 0.90845
C 5.18193 0.42936 -0.51236
C 3.43081 2.67375 3.45864
C -0.91210 -0.88974 0.49832
C -3.13250 -0.35006 -5.08244
C -2.05805 2.30709 2.75767
C 2.27385 -1.16404 -0.57009
C -3.96555 -0.14371 -6.29944
C 0.14193 -2.99803 1.86914
C -4.90357 1.88316 -5.31800
C 1.18050 -2.39550 -0.64463
C 3.80449 3.00657 1.89351
C 3.67397 -1.58337 -1.31760
C -4.12020 1.06529 1.39327
C 1.22551 -4.24919 2.07337
H 1.36249 -4.87408 1.08871
H -1.75145 -0.11769 5.41311
H 5.82884 -1.86397 -0.51631
H 4.40163 0.90801 -1.26862
H -4.12773 1.01801 -0.98618
H 2.88452 -2.81376 3.31791
H 2.40935 3.06289 3.89574
H 3.84532 1.01268 4.97489
H 1.65698 -3.46819 -0.60601
H 3.64849 -2.74524 -1.54397
H -1.31597 1.89815 3.58660
H -3.80686 2.69767 -0.18950
H 6.25409 0.52934 -0.97289
H 0.54752 -2.33456 -1.65088
H 3.73695 -0.95803 -2.31905
H -3.06848 2.55424 3.34399
H 5.86713 2.11448 0.92868
H -5.60959 2.04741 -0.19197
H -4.73131 1.63805 2.21078
H -4.40439 -0.07585 1.30121
H 0.90980 -4.97413 2.94131
H -2.60228 0.49570 -3.13444
H -3.19502 -1.72814 -7.00207
H -5.40510 1.05942 -7.28309
H 5.45748 2.18085 4.59793
H 5.12518 0.59148 1.86082
H -1.69100 3.33310 2.32025
H 4.56899 -1.30966 0.84402
H -4.80474 3.28846 -3.41961
H -2.06498 1.62619 0.58284
H 1.76841 -0.23397 -1.08513
H 2.43008 -0.94137 0.59205
*
```

Calculated values
- LUMO energy: -1.9715 eV
- Molar mass: 532.61 g/mol
- HOMO-LUMO gap: 7.338 eV
- Electronic energy: -57762.9737 eV

- Which formula does entry 4 have?
  C18H20N4O6S2